No. 1
Below is a cluster of 7 separate species, C10H34O10 in total in a non-equilibrium geometry, with properties calculated with ωB97M-V/def2-TZVPD.

Last column: natural (NBO) charge in e.
CARTESIAN COORDINATES (ANGSTROEM)
C -25.52 -2.28 18.94  -0.265
O -24.70 -1.98 20.08  -0.716
H -25.10 -1.70 18.11  0.181
H -25.41 -3.35 18.75  0.168
H -26.54 -1.90 18.94  0.172
H -25.33 -1.99 20.81  0.461
C -22.66 -5.96 21.87  -0.249
O -22.21 -7.16 21.31  -0.716
H -23.53 -5.53 21.36  0.161
H -22.95 -6.11 22.91  0.157
H -21.87 -5.21 21.88  0.178
H -23.02 -7.57 21.00  0.467
C -18.50 -6.13 25.59  -0.250
O -17.24 -5.97 26.25  -0.724
H -18.45 -7.07 25.05  0.169
H -19.23 -6.17 26.41  0.182
H -18.59 -5.27 24.93  0.165
H -16.65 -5.68 25.55  0.457
C -19.25 -11.09 20.37  -0.257
O -18.89 -9.67 20.36  -0.747
H -20.05 -11.04 21.11  0.169
H -19.77 -11.38 19.46  0.168
H -18.49 -11.77 20.76  0.193
H -19.67 -9.11 20.26  0.474
C -28.86 -4.93 22.79  -0.094
C -30.34 -4.56 22.70  -0.094
O -31.07 -5.31 23.65  -0.716
O -28.63 -6.36 23.02  -0.720
H -28.43 -4.31 23.57  0.166
H -28.39 -4.85 21.81  0.183
H -30.58 -4.81 21.66  0.152
H -30.59 -3.50 22.75  0.192
H -31.00 -6.25 23.46  0.470
H -29.09 -6.57 23.83  0.460
C -23.43 -3.82 29.58  -0.085
C -24.46 -3.59 28.44  -0.076
O -24.79 -2.37 28.06  -0.694
O -23.87 -3.16 30.72  -0.741
H -22.40 -3.53 29.38  0.178
H -23.34 -4.88 29.81  0.165
H -25.31 -4.27 28.50  0.170
H -23.83 -4.01 27.66  0.132
H -24.08 -1.76 28.27  0.474
H -24.79 -3.29 30.98  0.476
C -23.31 -9.54 16.70  -0.106
C -23.26 -8.13 16.07  -0.094
O -24.55 -7.62 15.87  -0.706
O -23.98 -9.40 18.01  -0.751
H -22.42 -10.16 16.81  0.198
H -23.81 -10.31 16.12  0.176
H -22.78 -8.21 15.09  0.174
H -22.67 -7.40 16.62  0.175
H -24.69 -7.08 16.65  0.464
H -24.85 -9.02 17.94  0.468

Structure (SMILES)   OCCO.OCCO.OCCO.CO.CO.CO.CO
Frontier orbital gap   9.75 eV


No. 2
Below is a cluster of 8 separate species, C10H36N4O8 in total in a non-equilibrium geometry, with properties calculated with ωB97M-V/def2-TZVPD.

Last column: natural (NBO) charge in e.
CARTESIAN COORDINATES (ANGSTROEM)
C 18.40 -16.70 -2.06  -0.637
C 18.61 -15.33 -2.69  -0.055
O 18.54 -14.22 -1.78  -0.780
H 17.45 -16.59 -1.52  0.225
H 19.15 -16.96 -1.37  0.214
H 18.21 -17.51 -2.74  0.222
H 17.89 -15.18 -3.49  0.164
H 19.61 -15.28 -3.12  0.146
H 18.74 -13.40 -2.27  0.504
C 20.81 -15.46 0.45  -0.652
C 20.27 -14.26 1.23  -0.081
O 18.90 -14.11 0.92  -0.757
H 20.36 -16.37 0.80  0.232
H 21.88 -15.55 0.54  0.211
H 20.65 -15.39 -0.63  0.202
H 20.84 -13.39 1.07  0.159
H 20.33 -14.43 2.27  0.187
H 18.86 -14.23 -0.01  0.514
C 20.26 -13.87 5.73  0.746
O 20.60 -15.15 5.36  -0.707
N 19.34 -13.61 6.62  -0.851
N 20.52 -12.86 4.93  -0.836
H 19.13 -14.48 7.20  0.445
H 19.15 -12.65 6.97  0.416
H 21.21 -12.99 4.21  0.449
H 20.34 -11.88 5.16  0.398
C 16.97 -13.23 4.03  0.755
O 15.79 -13.06 3.29  -0.771
N 18.14 -13.21 3.37  -0.880
N 17.05 -13.30 5.31  -0.839
H 18.20 -13.25 2.32  0.445
H 19.04 -13.26 3.81  0.387
H 16.10 -13.20 5.81  0.412
H 17.90 -13.46 5.85  0.398
C 20.73 -12.20 -3.10  -0.263
O 19.38 -11.82 -2.87  -0.737
H 20.92 -12.74 -4.03  0.177
H 21.01 -12.92 -2.27  0.187
H 21.45 -11.40 -3.10  0.176
H 18.90 -11.62 -3.70  0.487
C 19.34 -10.63 1.37  -0.282
O 20.31 -9.85 2.00  -0.739
H 18.61 -11.06 2.06  0.217
H 19.69 -11.38 0.71  0.165
H 18.67 -10.04 0.75  0.172
H 20.88 -9.39 1.35  0.478
C 23.22 -11.91 1.76  -0.240
O 22.16 -12.05 2.68  -0.775
H 24.04 -12.58 1.98  0.192
H 23.66 -10.91 1.83  0.162
H 22.88 -12.05 0.76  0.160
H 21.40 -11.47 2.52  0.499
C 18.89 -16.61 3.31  -0.245
O 18.21 -16.62 2.10  -0.756
H 18.48 -15.77 3.88  0.167
H 19.99 -16.59 3.14  0.156
H 18.65 -17.48 3.94  0.172
H 18.44 -15.75 1.67  0.485

Structure (SMILES)   NC(N)=O.NC(N)=O.CCO.CCO.CO.CO.CO.CO
Frontier orbital gap   8.24 eV


No. 3
Below is a cluster of 8 separate species, C10H36O8 in total in a non-equilibrium geometry, with properties calculated with ωB97M-V/def2-TZVPD.

Last column: natural (NBO) charge in e.
CARTESIAN COORDINATES (ANGSTROEM)
C 0.28 3.57 0.61  -0.641
C -0.27 4.98 0.65  -0.059
O -0.58 5.42 -0.69  -0.722
H -0.57 2.90 0.45  0.211
H 0.86 3.40 1.52  0.218
H 0.97 3.38 -0.21  0.222
H 0.40 5.67 1.16  0.153
H -1.21 5.05 1.23  0.155
H -0.98 6.29 -0.56  0.462
C -0.44 -0.06 -0.02  -0.622
C -0.73 -0.38 1.44  -0.070
O 0.17 -1.40 1.90  -0.764
H -1.13 0.66 -0.45  0.228
H -0.49 -1.00 -0.57  0.193
H 0.60 0.28 -0.06  0.202
H -1.77 -0.69 1.54  0.160
H -0.58 0.51 2.06  0.174
H -0.42 -2.08 2.24  0.495
C 0.60 1.81 -3.31  -0.648
C 1.61 1.35 -4.31  -0.068
O 2.81 2.18 -4.13  -0.740
H 0.85 1.76 -2.25  0.217
H -0.39 1.35 -3.34  0.222
H 0.41 2.88 -3.47  0.218
H 1.35 1.49 -5.36  0.170
H 1.95 0.34 -4.09  0.166
H 3.20 2.31 -5.00  0.462
C -4.18 -2.96 -0.84  -0.648
C -4.10 -1.44 -0.87  -0.055
O -3.04 -0.96 -1.68  -0.718
H -4.41 -3.34 -1.84  0.210
H -4.98 -3.25 -0.17  0.211
H -3.24 -3.43 -0.55  0.220
H -4.01 -1.10 0.17  0.143
H -5.03 -1.00 -1.25  0.172
H -2.39 -1.68 -1.71  0.466
C 4.17 0.61 1.37  -0.628
C 2.79 1.14 1.78  -0.059
O 2.28 0.37 2.84  -0.736
H 4.83 0.64 2.23  0.205
H 4.58 1.24 0.58  0.206
H 4.13 -0.44 1.05  0.198
H 2.19 1.23 0.87  0.153
H 2.95 2.16 2.12  0.165
H 1.96 -0.48 2.51  0.491
O -0.42 -4.41 -1.24  -0.942
H 0.16 -5.15 -1.01  0.469
H -0.11 -3.68 -0.69  0.474
O -1.12 -4.15 1.78  -0.959
H -1.82 -4.27 2.44  0.471
H -0.30 -4.41 2.24  0.491
O 0.79 -4.25 3.95  -0.959
H 1.31 -3.88 4.68  0.491
H 0.50 -5.12 4.27  0.474

Structure (SMILES)   CCO.CCO.CCO.CCO.CCO.O.O.O
Frontier orbital gap   9.80 eV


No. 4
Below is a cluster of 9 separate species, C10H38N12O9 in total in a non-equilibrium geometry, with properties calculated with ωB97M-V/def2-TZVPD.

Last column: natural (NBO) charge in e.
CARTESIAN COORDINATES (ANGSTROEM)
C -1.75 2.42 -1.62  0.790
O -0.58 2.40 -1.91  -0.719
N -2.07 2.94 -0.41  -0.847
N -2.71 2.05 -2.55  -0.840
H -3.03 3.12 -0.17  0.400
H -1.31 3.18 0.24  0.444
H -3.68 1.93 -2.25  0.397
H -2.40 1.41 -3.24  0.398
C 1.50 0.37 3.30  0.796
O 2.25 1.39 3.26  -0.734
N 0.22 0.65 3.91  -0.837
N 1.93 -0.88 2.85  -0.867
H -0.20 1.56 3.80  0.411
H -0.35 -0.16 3.79  0.399
H 1.26 -1.41 2.34  0.428
H 2.93 -0.99 2.75  0.413
C -1.39 -3.16 2.97  0.798
O -0.60 -2.25 2.95  -0.720
N -1.83 -3.71 4.19  -0.861
N -1.80 -3.69 1.78  -0.877
H -1.09 -3.60 4.86  0.406
H -2.45 -4.52 4.24  0.392
H -1.31 -3.27 0.97  0.453
H -2.28 -4.56 1.84  0.385
C 1.90 -1.38 -5.00  0.801
O 2.00 -2.57 -4.80  -0.637
N 1.10 -0.53 -4.15  -0.904
N 2.58 -0.80 -6.11  -0.858
H 0.93 0.48 -4.25  0.397
H 0.46 -0.82 -3.41  0.412
H 2.72 0.20 -6.10  0.384
H 3.24 -1.31 -6.65  0.407
C -4.45 -0.05 -0.26  0.793
O -4.47 0.98 0.39  -0.641
N -3.64 -1.15 0.11  -0.867
N -5.32 -0.19 -1.39  -0.868
H -2.89 -1.06 0.80  0.418
H -3.74 -2.11 -0.19  0.397
H -5.58 -1.12 -1.69  0.376
H -6.22 0.27 -1.28  0.393
C 3.70 2.35 0.25  0.775
O 3.84 3.02 -0.76  -0.671
N 2.92 1.20 0.03  -0.875
N 4.18 2.64 1.51  -0.866
H 2.86 0.46 0.70  0.378
H 2.85 0.91 -0.94  0.411
H 4.61 3.53 1.65  0.402
H 3.67 2.19 2.26  0.430
C 1.97 -2.57 -1.16  -0.644
C 0.89 -2.93 -0.11  -0.051
O -0.43 -2.50 -0.32  -0.784
H 1.60 -2.57 -2.17  0.234
H 2.82 -3.25 -1.05  0.219
H 2.31 -1.55 -1.05  0.201
H 1.27 -2.65 0.91  0.137
H 0.80 -4.03 -0.02  0.171
H -0.48 -1.64 -0.79  0.523
C 0.78 4.43 0.90  -0.270
O 0.00 3.41 1.51  -0.745
H 1.45 3.98 0.14  0.200
H 0.11 5.13 0.41  0.182
H 1.40 5.00 1.62  0.171
H 0.68 2.80 1.77  0.485
C -0.29 0.39 0.50  -0.277
O -0.21 0.03 -0.89  -0.814
H -0.45 -0.56 1.04  0.181
H 0.64 0.87 0.82  0.186
H -1.19 0.96 0.67  0.188
H -0.16 0.88 -1.35  0.511

Structure (SMILES)   NC(N)=O.NC(N)=O.NC(N)=O.NC(N)=O.NC(N)=O.NC(N)=O.CCO.CO.CO
Frontier orbital gap   9.61 eV


No. 5
Below is a cluster of 9 separate species, C10H38O10 in total in a non-equilibrium geometry, with properties calculated with ωB97M-V/def2-TZVPD.

Last column: natural (NBO) charge in e.
CARTESIAN COORDINATES (ANGSTROEM)
C 1.37 0.55 0.04  -0.102
C 0.23 0.35 1.02  -0.108
O 0.19 -1.02 1.50  -0.769
O 1.06 -0.17 -1.19  -0.787
H 2.28 0.04 0.39  0.188
H 1.59 1.61 -0.12  0.198
H -0.67 0.55 0.41  0.186
H 0.30 1.05 1.84  0.207
H 0.82 -1.19 2.18  0.507
H 1.20 -1.13 -1.01  0.517
C -1.53 2.70 -1.45  -0.251
O -2.86 2.27 -1.34  -0.753
H -1.44 3.32 -2.35  0.187
H -1.29 3.37 -0.61  0.162
H -0.80 1.85 -1.58  0.163
H -2.98 1.58 -0.65  0.478
C 3.02 0.43 3.38  -0.250
O 2.56 -0.84 3.05  -0.743
H 2.69 0.70 4.39  0.172
H 4.09 0.60 3.22  0.174
H 2.47 1.11 2.71  0.180
H 2.87 -1.48 3.67  0.478
C 3.30 -2.30 -3.23  -0.255
O 2.81 -2.39 -4.54  -0.723
H 4.42 -2.29 -3.22  0.161
H 3.06 -1.44 -2.63  0.171
H 3.08 -3.18 -2.59  0.153
H 2.03 -1.81 -4.52  0.488
C 0.27 -3.98 -0.63  -0.244
O 1.11 -2.95 -0.19  -0.770
H 0.75 -4.50 -1.45  0.183
H 0.12 -4.68 0.18  0.165
H -0.68 -3.60 -1.03  0.159
H 0.59 -2.35 0.38  0.497
C -3.38 -1.08 -0.86  -0.256
O -4.18 -0.01 -0.30  -0.766
H -2.37 -0.74 -1.06  0.167
H -3.37 -1.81 -0.04  0.204
H -3.77 -1.51 -1.79  0.182
H -4.50 0.62 -0.95  0.486
C -2.89 -0.14 3.12  -0.252
O -4.12 -0.36 2.51  -0.726
H -2.94 -0.51 4.15  0.176
H -2.03 -0.58 2.62  0.167
H -2.66 0.93 3.07  0.145
H -4.11 0.23 1.73  0.482
C -0.66 -0.15 -3.98  -0.238
O 0.70 -0.01 -3.71  -0.782
H -1.20 0.51 -3.28  0.158
H -0.85 0.14 -5.01  0.177
H -1.01 -1.19 -3.86  0.148
H 0.87 0.17 -2.76  0.506
C 1.41 4.25 2.78  -0.248
O 0.37 3.32 2.44  -0.745
H 2.36 3.77 2.51  0.180
H 1.35 5.20 2.24  0.173
H 1.42 4.46 3.84  0.169
H -0.51 3.71 2.56  0.476

Structure (SMILES)   OCCO.CO.CO.CO.CO.CO.CO.CO.CO
Frontier orbital gap   9.85 eV


No. 6
Below is a cluster of 9 separate species, C10H39NO9 in total in a non-equilibrium geometry, with properties calculated with ωB97M-V/def2-TZVPD.

Last column: natural (NBO) charge in e.
CARTESIAN COORDINATES (ANGSTROEM)
C 6.79 -15.59 9.88  -0.615
C 7.44 -16.85 10.43  -0.087
O 7.08 -17.98 9.63  -0.784
H 7.51 -14.84 9.58  0.222
H 6.08 -15.20 10.60  0.218
H 6.20 -15.89 9.01  0.198
H 6.93 -17.01 11.41  0.154
H 8.47 -16.87 10.81  0.175
H 7.39 -18.79 10.05  0.505
C 6.08 -12.14 9.65  -0.642
C 6.16 -10.63 9.54  -0.059
O 6.73 -10.27 8.27  -0.735
H 5.43 -12.56 8.88  0.202
H 5.82 -12.42 10.67  0.236
H 7.06 -12.57 9.44  0.206
H 6.81 -10.26 10.34  0.162
H 5.17 -10.18 9.64  0.158
H 7.32 -9.52 8.41  0.467
C 8.14 -13.01 14.18  -0.623
C 7.21 -13.60 13.14  -0.061
O 6.07 -12.75 13.00  -0.760
H 7.60 -12.87 15.11  0.209
H 8.48 -12.03 13.84  0.208
H 9.03 -13.62 14.34  0.204
H 6.89 -14.61 13.40  0.158
H 7.74 -13.70 12.18  0.149
H 5.30 -13.30 12.80  0.502
O 4.09 -14.55 12.20  -0.974
H 3.90 -14.69 11.26  0.507
H 3.27 -14.72 12.67  0.478
O 7.84 -20.47 10.81  -0.954
H 8.24 -21.00 10.11  0.485
H 8.30 -20.73 11.61  0.487
O 3.28 -15.52 9.65  -0.958
H 3.06 -15.66 8.72  0.489
H 2.69 -16.11 10.13  0.480
O 6.09 -16.69 6.14  -0.950
H 5.84 -16.61 7.07  0.475
H 5.31 -16.44 5.63  0.481
O 8.88 -17.08 7.25  -0.957
H 8.01 -17.14 6.84  0.481
H 8.73 -17.35 8.16  0.471
C 4.40 -22.02 8.37  -0.617
C 5.19 -20.74 8.13  -0.072
C 5.04 -20.28 6.69  -0.070
O 5.73 -21.08 5.77  -0.536
C 7.10 -20.77 5.70  -0.251
N 4.64 -19.67 8.98  -0.858
H 4.69 -22.78 7.64  0.219
H 3.34 -21.84 8.20  0.209
H 4.58 -22.42 9.36  0.202
H 6.23 -20.95 8.39  0.150
H 5.31 -19.22 6.59  0.174
H 3.98 -20.37 6.45  0.186
H 7.26 -19.74 5.35  0.177
H 7.60 -21.48 5.05  0.191
H 7.63 -20.86 6.66  0.153
H 4.66 -19.94 9.96  0.357
H 5.23 -18.85 8.90  0.377

Structure (SMILES)   COC[C@H](C)N.CCO.CCO.CCO.O.O.O.O.O
Frontier orbital gap   9.15 eV


No. 7
Below is a structure of composition C10H3Cl4F6N2O6S2TeY, with properties calculated with ωB97M-V/def2-TZVPD.

Last column: natural (NBO) charge in e.
CARTESIAN COORDINATES (ANGSTROEM)
Y -1.34 -0.34 0.43  1.793
Cl 4.04 -4.60 1.99  -0.021
C 2.65 -3.90 1.21  -0.113
C 2.20 -4.40 0.01  -0.107
Cl 3.01 -5.73 -0.75  -0.022
C 1.08 -3.82 -0.61  -0.167
Cl 0.49 -4.43 -2.12  -0.017
C 0.40 -2.75 -0.04  0.345
O -0.65 -2.17 -0.57  -0.845
C 0.88 -2.22 1.21  0.263
O 0.23 -1.20 1.72  -0.843
C 1.99 -2.81 1.81  -0.134
Cl 2.54 -2.16 3.32  -0.016
Te -4.09 -0.55 1.24  -1.243
C -4.72 0.62 -1.96  -0.735
C -3.29 0.52 -1.66  0.433
N -2.14 0.57 -1.75  -0.517
H -4.84 1.01 -2.98  0.214
H -5.19 1.26 -1.23  0.279
H -5.16 -0.37 -1.85  0.279
F 3.35 -0.13 0.25  -0.303
C 2.91 1.06 0.62  0.721
F 2.36 0.98 1.82  -0.295
F 3.95 1.90 0.68  -0.324
S 1.68 1.68 -0.62  2.280
O 0.72 0.62 -0.73  -0.941
O 2.44 2.02 -1.78  -0.917
N 1.17 2.99 0.10  -1.237
S -0.15 3.15 0.92  2.293
O -0.91 1.93 1.11  -0.971
O 0.03 4.01 2.04  -0.912
C -1.21 4.12 -0.24  0.715
F -2.41 4.32 0.30  -0.309
F -0.66 5.32 -0.48  -0.322
F -1.36 3.49 -1.40  -0.306

Frontier orbital gap   5.34 eV
Total charge   -2


No. 8
Below is a structure of composition C10H3N4O6Ti in a non-equilibrium geometry, with properties calculated with ωB97M-V/def2-TZVPD.

Last column: Löwdin charge in e.
CARTESIAN COORDINATES (ANGSTROEM)
Ti -1.35 0.20 0.51  1.251
O 2.76 -0.59 -3.71  0.159
C 1.84 -0.46 -2.78  -0.236
C 1.19 -1.57 -2.19  0.125
C 0.27 -1.32 -1.21  -0.104
N 0.02 -0.07 -0.83  -0.002
C 0.51 1.01 -1.46  -0.095
C 1.44 0.85 -2.45  0.137
C -0.26 2.25 -0.99  -0.434
O -0.01 3.37 -1.25  0.222
O -1.30 1.81 -0.23  -0.096
C -0.73 -2.26 -0.52  -0.440
O -0.70 -3.44 -0.56  0.218
O -1.65 -1.49 0.11  -0.093
H 2.99 -1.50 -3.92  0.148
H 1.39 -2.59 -2.51  0.152
H 1.86 1.69 -2.99  0.158
O -0.13 0.20 1.83  -0.121
N -1.31 0.41 2.46  -0.042
C -1.33 0.59 3.72  -0.207
C -2.59 0.84 4.37  -0.108
N -3.58 1.07 4.90  0.248
C -0.15 0.53 4.53  -0.100
N 0.81 0.48 5.16  0.261

Frontier orbital gap   8.73 eV
Total charge   +1